[1]
The following is a quantum chemistry calculation of a cluster of 5 separate species, C27H29BN4O8 in total, from OMol25.

Atoms and positions in Å:
B -0.4213 0.3592 -3.4180
C -1.4812 0.6208 -2.2934
C -2.6419 1.4974 -2.8064
C -3.7856 0.5884 -3.2497
H -0.2941 -0.7326 -3.8758
H 0.2581 1.2429 -3.8444
H -0.9619 1.0876 -1.4555
H -1.8882 -0.3258 -1.9586
H -2.3387 2.0617 -3.6806
H -2.9874 2.1851 -2.0519
H -4.1382 -0.0060 -2.4199
H -3.3951 -0.0960 -3.9943
H -4.5964 1.1476 -3.6995
C -0.3143 6.9277 -0.3251
C -0.2982 5.5880 -0.6888
C -1.4308 4.8094 -0.5189
C -2.5661 5.3920 0.0151
C -2.6015 6.7237 0.3843
C -1.4631 7.4933 0.2118
N -3.7727 4.5697 0.1883
O -3.6946 3.3936 -0.1232
O -4.7702 5.1063 0.6266
H 0.5714 7.5334 -0.4618
H 0.5966 5.1487 -1.1070
H -1.4262 3.7670 -0.8018
H -3.4988 7.1562 0.8001
H -1.4730 8.5362 0.4959
C -1.9227 0.6155 1.9562
C -2.6708 -0.5542 1.9444
C -2.1281 -1.7310 2.4334
C -0.8367 -1.7140 2.9281
C -0.0774 -0.5596 2.9472
C -0.6271 0.6121 2.4546
N -0.2544 -2.9586 3.4527
O -0.9330 -3.9672 3.3971
O 0.8756 -2.9081 3.9024
H -2.3531 1.5307 1.5692
H -3.6780 -0.5491 1.5517
H -2.7023 -2.6450 2.4255
H 0.9306 -0.5681 3.3335
H -0.0423 1.5216 2.4581
C -0.3140 -6.6390 -3.3576
C -0.4523 -6.8133 -4.7280
C -0.1581 -5.7732 -5.5943
C 0.2745 -4.5705 -5.0679
C 0.4155 -4.3763 -3.7065
C 0.1168 -5.4216 -2.8481
N 0.5955 -3.4628 -5.9817
O 0.4280 -3.6459 -7.1733
O 0.9970 -2.4285 -5.4846
H -0.5426 -7.4544 -2.6844
H -0.7896 -7.7611 -5.1234
H -0.2650 -5.8998 -6.6608
H 0.7501 -3.4259 -3.3188
H 0.2210 -5.2858 -1.7807
C 5.6633 -1.2872 6.2801
C 5.2329 0.0259 6.4147
C 4.7491 0.7143 5.3149
C 4.7054 0.0699 4.0924
C 5.1317 -1.2360 3.9377
C 5.6142 -1.9157 5.0435
N 4.1764 0.7898 2.9242
O 3.8105 1.9401 3.0867
O 4.1191 0.1885 1.8686
H 6.0358 -1.8233 7.1427
H 5.2715 0.5140 7.3784
H 4.4122 1.7352 5.4112
H 5.0858 -1.7194 2.9738
H 5.9485 -2.9383 4.9403

Values from the calculation:
* electronic energy: -1891.6420 hartree
* orbital gap: 0.3461 hartree
* molar mass: 548.36 g/mol
* structure (SMILES): O=[N+]([O-])c1ccccc1.O=[N+]([O-])c1ccccc1.O=[N+]([O-])c1ccccc1.O=[N+]([O-])c1ccccc1.BCCC
* HOMO level: -10.1 eV
* LUMO level: -0.7 eV



[2]
The following is a quantum chemistry calculation of the molecule C5H14N2 at a distorted geometry, from OMol25.

Atoms and positions in Å:
C -0.6904 -0.8165 -2.0970
C -0.2774 0.3383 -1.2089
C 0.5255 -0.0710 -0.1034
C 0.2136 0.9619 0.9329
C -0.1317 -0.8374 2.6742
N 0.6964 0.2887 2.1969
N 0.3577 1.3080 -2.1971
H -0.2975 -1.7406 -1.6324
H -0.3738 -0.8260 -3.1457
H -1.8172 -0.9125 -2.3703
H -1.1405 0.8225 -0.9992
H 0.1842 -1.0607 0.2402
H 1.5669 -0.4539 -0.2726
H 0.8332 1.8077 0.7738
H -0.9170 1.2352 1.1940
H -1.1868 -0.9519 2.4104
H 0.4084 -1.7801 2.4262
H -0.1219 -0.7286 3.8201
H 1.1836 0.9506 2.8813
H 1.2376 1.0805 -2.5273
H -0.2527 1.3859 -2.9960

Values from the calculation:
* electronic energy: -308.3067 hartree
* orbital gap: 0.3421 hartree
* energy relative to the best compared isomer or geometry (same formula, charge and spin): 3.1669 eV
* molar mass: 102.18 g/mol
* structure (SMILES): CNCC[C@H](C)N
* HOMO level: -8.2 eV
* LUMO level: 1.1 eV



[3]
The following is a quantum chemistry calculation of a structure of composition C19H20BrF3N4O4PtS2Si, from OMol25.

Atoms and positions in Å:
Pt 0.4098 -0.8000 -0.7837
Br 4.9761 -6.6410 -3.9288
C 3.8556 -5.4428 -2.9498
C 2.8098 -5.9595 -2.2055
N 1.9937 -5.1826 -1.5041
C 2.1954 -3.8634 -1.5445
C 3.2317 -3.2636 -2.2556
C 4.0910 -4.0834 -2.9715
C 3.4802 -1.7427 -2.2452
O 4.6118 -1.3961 -2.6018
O 2.5128 -1.0144 -1.9044
H 2.6326 -7.0293 -2.1750
H 1.5091 -3.2352 -0.9839
H 4.9182 -3.6352 -3.5052
F -1.5080 -2.8566 0.0711
C -1.2141 -1.8591 -0.8144
F -1.1926 -2.5492 -2.0425
F -2.3997 -1.1496 -0.8897
C 1.4942 0.4669 2.0941
Si 0.4426 -0.9781 1.4566
C 1.2838 -2.5542 2.1177
C -1.2035 -0.8936 2.4173
H 1.3363 0.5444 3.1774
H 1.2581 1.4248 1.6287
H 2.5574 0.2769 1.9241
H 1.3770 -2.5114 3.2092
H 2.2855 -2.6769 1.6996
H 0.7003 -3.4423 1.8587
H -1.0160 -0.8607 3.4955
H -1.8190 -1.7667 2.2029
H -1.7768 -0.0050 2.1417
N -4.8365 2.9150 3.0827
C -3.6351 3.2443 2.4215
C -2.4814 2.4937 2.6518
C -1.2989 2.8192 2.0160
C -1.2447 3.9034 1.1479
C -2.3821 4.6565 0.9215
C -3.5735 4.3325 1.5586
S 0.2858 4.2387 0.2894
O 0.0031 5.3775 -0.5705
O 1.2835 4.4281 1.3133
N 0.5883 2.8973 -0.4770
C -0.0682 2.5741 -1.6047
S -0.9327 3.6986 -2.6670
C -1.3635 2.3806 -3.7026
C -0.8471 1.2338 -3.2156
N -0.1317 1.3333 -2.0518
H -4.8900 1.9346 3.3157
H -5.6545 3.1910 2.5605
H -2.5205 1.6338 3.3116
H -0.4124 2.2150 2.1692
H -2.3277 5.4862 0.2294
H -4.4668 4.9189 1.3692
H -1.9534 2.5159 -4.5939
H -0.9733 0.2580 -3.6637

Values from the calculation:
* electronic energy: -5334.9523 hartree
* orbital gap: 0.2222 hartree
* total charge: -2
* energy relative to the best compared isomer or geometry (same formula, charge and spin): 1.4259 eV
* molar mass: 792.59 g/mol
* HOMO level: -2.3 eV
* LUMO level: 3.8 eV



[4]
The following is a quantum chemistry calculation of a cluster of 2 separate species, C3H10NO2 in total at a distorted geometry, from OMol25.

Atoms and positions in Å:
C -0.5157 0.4741 0.7913
C 0.1809 -0.4817 1.7543
C 1.6368 -0.1649 1.8633
O 2.1644 0.6468 1.1349
N 0.1613 0.5052 -0.5563
H -0.5807 1.4926 1.1626
H -1.5509 0.1634 0.6867
H 0.0735 -1.5095 1.4652
H -0.3560 -0.3489 2.6959
H 2.2111 -0.7271 2.6081
H 0.1726 -0.4393 -0.9481
H 1.1169 0.7956 -0.2415
H -0.4309 1.0478 -1.1886
H -1.7309 -1.2055 -3.6666
H -1.4820 0.2621 -3.9863
O -1.0704 -0.5106 -3.5750

Values from the calculation:
* electronic energy: -325.2864 hartree
* orbital gap: 0.4241 hartree
* total charge: +1
* energy relative to the best compared isomer or geometry (same formula, charge and spin): 0.8456 eV
* molar mass: 92.12 g/mol
* HOMO level: -14.9 eV
* LUMO level: -3.4 eV



[5]
The following is a quantum chemistry calculation of the molecule C5H4N2 at a distorted geometry, from OMol25.

Atoms and positions in Å:
C 2.7583 0.3502 -0.1242
C 1.6131 0.2624 0.2462
C 0.2263 0.0545 0.3253
C -0.4827 -1.0738 -0.0333
C -1.8116 -0.6271 -0.1053
N -1.9194 0.6680 0.1782
N -0.6737 1.0616 0.4297
H 3.2728 0.3142 -1.0490
H -0.0599 -2.0436 -0.2568
H -2.6935 -1.1967 -0.3591
H -0.4679 2.0300 0.6231

Values from the calculation:
* electronic energy: -302.3373 hartree
* orbital gap: 0.3553 hartree
* energy relative to the best compared isomer or geometry (same formula, charge and spin): 2.4753 eV
* molar mass: 92.10 g/mol
* structure (SMILES): C#Cc1ccn[nH]1
* HOMO level: -9.1 eV
* LUMO level: 0.5 eV



[6]
The following is a quantum chemistry calculation of the molecule C5H5F2N at a distorted geometry, from OMol25.

Atoms and positions in Å:
C -1.4637 0.2098 -0.1042
C -0.6741 0.5603 1.0360
C -0.0168 0.4141 -0.2957
C 0.7813 -0.8024 -0.5844
C 2.2108 -0.6048 -0.1506
H -2.2509 0.9404 -0.2837
H -0.4212 -0.0769 1.8081
H -0.9600 1.5353 1.5046
H 0.8015 -0.6499 -1.6477
H 0.2470 -1.7429 -0.2501
N 3.2040 -0.1641 0.2818
F -1.8466 -1.1422 -0.3671
F 0.3887 1.5234 -0.9470

Values from the calculation:
* electronic energy: -447.9301 hartree
* orbital gap: 0.4383 hartree
* energy relative to the best compared isomer or geometry (same formula, charge and spin): 2.3085 eV
* molar mass: 117.10 g/mol
* structure (SMILES): N#CC[C@]1(F)C[C@@H]1F
* HOMO level: -11.1 eV
* LUMO level: 0.8 eV



[7]
The following is a quantum chemistry calculation of the ion C7H12N3 with charge +1 at a distorted geometry, from OMol25.

Atoms and positions in Å:
C -1.7761 1.6298 0.0021
C -2.0880 -1.1714 -0.2275
C -0.8938 -1.9784 -0.3724
C 0.0906 -1.1508 0.3352
C 0.3801 0.2014 -0.3458
C 2.8771 0.2047 -0.0719
C 1.5639 0.8439 0.1986
N -2.9231 -0.3873 0.0867
N -3.0323 0.9502 0.2504
N -0.7020 1.0379 -0.0723
H -1.8374 2.7105 0.0390
H -0.9946 -2.8770 0.0699
H -0.7399 -2.1261 -1.4294
H -0.2273 -0.9798 1.4198
H 1.0656 -1.5048 0.5011
H 0.5315 0.0138 -1.4781
H 3.0422 -0.0863 -1.0405
H 2.9298 -0.7086 0.5533
H 3.5585 0.9491 0.2005
H 1.7149 1.8507 -0.1487
H 1.4123 1.1177 1.2786
H -3.9521 1.4606 0.2514

Values from the calculation:
* electronic energy: -437.7809 hartree
* orbital gap: 0.3091 hartree
* total charge: +1
* energy relative to the best compared isomer or geometry (same formula, charge and spin): 5.9149 eV
* molar mass: 138.19 g/mol
* structure (SMILES): CC[C@H]1CCC#[N+]N/C=N\1
* HOMO level: -13.2 eV
* LUMO level: -4.8 eV



[8]
The following is a quantum chemistry calculation of a structure of composition C58H53N4OP3STl, from OMol25.

Atoms and positions in Å:
Tl -0.4737 0.8160 1.2909
O 0.6476 4.0168 4.4644
C 0.7257 3.1876 3.5300
N -0.0469 3.0470 2.4802
C -1.0757 4.0364 2.3429
C -1.6855 4.0039 0.9592
C -2.7773 4.8206 0.6504
C -3.2812 4.8253 -0.6330
C -2.6829 4.0168 -1.5944
C -1.6367 3.2118 -1.1948
N -1.1556 3.1935 0.0498
C 1.8676 2.1889 3.6016
C 2.2485 1.6987 4.8489
C 3.3038 0.8106 4.9314
C 3.9825 0.4684 3.7687
C 3.5430 1.0181 2.5750
N 2.4987 1.8390 2.4776
H -0.6806 5.0473 2.5181
H -1.8811 3.9079 3.0819
H -3.2115 5.4387 1.4278
H -4.1307 5.4475 -0.8880
H -3.0383 3.9909 -2.6157
H -1.1708 2.5211 -1.8917
H 1.7036 2.0300 5.7223
H 3.6030 0.3976 5.8878
H 4.8312 -0.2033 3.7813
H 4.0506 0.7819 1.6430
C 5.2199 -1.1327 -6.7380
S 3.5187 -0.5959 -7.0021
C 3.1138 -0.1703 -5.2896
C 1.6637 0.2707 -5.1799
C 1.2854 0.6461 -3.7464
N 1.4360 -0.4778 -2.7750
P 1.8562 0.0609 -1.1306
C 2.8800 -1.3605 -0.5943
C 2.8184 -1.6980 0.7546
C 3.5965 -2.7348 1.2574
C 4.4435 -3.4376 0.4143
C 4.4946 -3.1186 -0.9397
C 3.7113 -2.0915 -1.4408
C 3.1629 1.3215 -1.3951
C 2.9516 2.5223 -0.7166
C 3.8889 3.5476 -0.7928
C 5.0333 3.3829 -1.5551
C 5.2504 2.1879 -2.2359
C 4.3259 1.1610 -2.1482
P -0.1889 -1.1815 -2.6048
C -0.2222 -2.2676 -4.0904
C -1.4461 -2.3858 -4.7441
C -1.5721 -3.1806 -5.8781
C -0.4681 -3.8544 -6.3766
C 0.7616 -3.7348 -5.7383
C 0.8810 -2.9491 -4.6037
C 0.0056 -2.4130 -1.2677
C 0.8645 -3.5138 -1.2554
C 0.8900 -4.3681 -0.1684
C 0.0534 -4.1381 0.9219
C -0.8152 -3.0598 0.9151
C -0.8433 -2.2022 -0.1805
H 5.6269 -1.4322 -7.7021
H 5.2512 -1.9844 -6.0582
H 5.8225 -0.3191 -6.3342
H 3.7814 0.6280 -4.9592
H 3.2859 -1.0513 -4.6675
H 1.0118 -0.5173 -5.5586
H 1.5028 1.1532 -5.8063
H 0.2564 1.0302 -3.7433
H 1.9269 1.4722 -3.4383
H 2.1413 -1.1555 1.4080
H 3.5306 -2.9931 2.3069
H 5.0562 -4.2411 0.8042
H 5.1382 -3.6817 -1.6054
H 3.7126 -1.8751 -2.5030
H 2.0645 2.6437 -0.1025
H 3.7191 4.4694 -0.2518
H 5.7669 4.1776 -1.6133
H 6.1471 2.0567 -2.8298
H 4.5133 0.2292 -2.6654
H -2.3016 -1.8417 -4.3590
H -2.5305 -3.2628 -6.3753
H -0.5592 -4.4628 -7.2677
H 1.6312 -4.2426 -6.1367
H 1.8493 -2.8270 -4.1313
H 1.5288 -3.6991 -2.0891
H 1.5705 -5.2109 -0.1626
H 0.0877 -4.8030 1.7764
H -1.4616 -2.8651 1.7617
H -1.5247 -1.3563 -0.1899
C -6.9604 2.3140 5.0937
C -6.4327 3.0085 4.0107
C -5.2712 2.5642 3.4014
C -4.6177 1.4135 3.8513
C -5.1504 0.7315 4.9408
C -6.3152 1.1782 5.5567
P -3.0834 0.9481 2.9463
C -2.5035 -0.4944 3.9311
C -2.9436 -1.8030 3.7487
C -2.3985 -2.8410 4.4951
C -1.4048 -2.5818 5.4301
C -0.9560 -1.2807 5.6169
C -1.4971 -0.2471 4.8656
C -3.7563 0.2495 1.3958
C -5.0140 -0.3648 1.3386
C -5.5232 -0.7797 0.1197
C -4.7867 -0.5245 -1.0348
C -3.5475 0.0975 -0.9521
C -2.9514 0.4937 0.2604
H -7.8656 2.6616 5.5761
H -6.9254 3.9023 3.6478
H -4.8601 3.1041 2.5538
H -4.6537 -0.1565 5.3128
H -6.7195 0.6316 6.4003
H -3.7108 -2.0093 3.0110
H -2.7449 -3.8563 4.3398
H -0.9748 -3.3923 6.0058
H -0.1720 -1.0731 6.3347
H -1.1287 0.7672 4.9867
H -5.6026 -0.5040 2.2415
H -6.4833 -1.2800 0.0655
H -5.1934 -0.8060 -2.0017
H -3.0252 0.2977 -1.8868

Values from the calculation:
* electronic energy: -4131.0282 hartree
* orbital gap: 0.2098 hartree
* total charge: -1
* energy relative to the best compared isomer or geometry (same formula, charge and spin): 0.5405 eV
* molar mass: 1151.46 g/mol
* HOMO level: -3.7 eV
* LUMO level: 2.0 eV